Formula: C2H9N2P
Source: the Open Molecules 2025 dataset
Level of theory: the ωB97M-V functional and the def2-TZVPD basis

Properties
Multiplicity = 1
Gap between HOMO and LUMO = 8.817 eV
SMILES = [H]/N=P/[H].CNC
Energy relative to the best compared isomer or geometry (same formula, charge and spin) = 2.069 eV
Total energy = -14486.521 eV

Geometry as XYZ:
```
14
Properties=species:S:1:pos:R:3:forces:R:3
C -0.495 -1.062 -1.008 -0.42 1.46 0.82
C -1.029 0.360 0.935 3.46 -1.34 1.05
N 3.059 -0.685 0.505 -1.86 -1.75 1.20
N -0.165 0.141 -0.247 -0.12 1.44 -0.53
P 3.060 0.522 -0.475 -1.27 0.00 -0.26
H -0.370 -1.805 -0.264 -0.27 -1.45 0.38
H -1.532 -1.079 -1.439 0.96 -0.15 -0.03
H 0.346 -1.133 -1.659 0.02 -0.56 -1.30
H -0.463 0.907 1.733 -0.69 0.36 -0.99
H -1.929 0.757 0.648 -2.45 1.21 -0.12
H -1.167 -0.593 1.495 -0.19 0.21 -0.88
H -0.113 0.965 -0.919 -0.33 -1.23 1.61
H 2.104 -1.190 0.710 2.16 1.61 -0.95
H 4.400 0.849 -0.333 1.00 0.20 0.00
```
Forces are in eV/Å.

---

Formula: CFLaNO5S2
Source: the Open Molecules 2025 dataset
Level of theory: the ωB97M-V functional and the def2-TZVPD basis

Properties
Multiplicity = 2
<S²> = 0.7509
Gap between HOMO and LUMO (alpha / beta) = 5.204 / 8.570 eV
Total energy = -38010.291 eV

Geometry as XYZ:
```
11
Properties=species:S:1:pos:R:3:forces:R:3
La 0.861 -0.299 1.909 -0.18 0.69 -1.12
N -0.121 -0.835 -0.488 0.08 0.44 0.74
S -1.740 -1.165 0.212 -0.48 -2.66 -1.58
O -1.928 -2.640 0.054 0.38 2.57 0.52
O -1.279 -0.834 1.655 0.04 -0.35 0.70
S -0.128 -0.061 -1.840 1.82 0.91 -0.41
O 0.831 1.180 -1.705 -0.94 -0.90 0.17
F 0.900 -0.957 -2.828 -0.91 0.77 1.12
O 0.954 3.590 -0.803 -0.27 -2.58 -0.54
C 0.758 2.500 -0.371 0.19 2.61 0.51
O 0.549 1.965 0.702 0.27 -1.51 -0.13
```
Forces are in eV/Å.

---

Formula: C6H15NO
Source: the Open Molecules 2025 dataset
Level of theory: the ωB97M-V functional and the def2-TZVPD basis

Properties
Multiplicity = 1
Gap between HOMO and LUMO = 9.516 eV
SMILES = C[C@@H]1CCCN1C.O
Energy relative to the best compared isomer or geometry (same formula, charge and spin) = 2.476 eV
Total energy = -10001.282 eV

Geometry as XYZ:
```
23
Properties=species:S:1:pos:R:3:forces:R:3
C -1.106 1.737 -0.070 1.66 -1.01 -2.43
N -1.186 0.376 -0.688 0.67 0.39 1.73
C -2.000 -0.519 0.218 1.86 -0.55 -1.68
C -1.065 -1.051 1.335 0.22 -0.96 -1.07
C 0.396 -0.740 0.923 -0.84 0.56 -1.29
C 0.246 -0.221 -0.580 -0.29 2.14 -0.15
C 0.620 -1.110 -1.784 0.75 -0.13 -0.10
H -0.743 1.722 0.902 1.74 -0.24 1.97
H -0.527 2.398 -0.732 0.19 -0.32 0.40
H -1.955 2.273 0.129 -3.17 0.65 -0.43
H -2.178 -1.341 -0.488 -0.55 -0.13 0.56
H -2.936 -0.096 0.537 -0.23 0.37 0.08
H -1.331 -0.775 2.330 -0.02 0.61 0.66
H -1.123 -2.121 1.319 -0.45 -0.78 0.16
H 1.068 -1.619 0.837 -0.34 0.60 0.86
H 0.671 0.054 1.655 0.83 -0.55 -0.93
H 0.940 0.646 -0.766 -0.73 -0.56 0.50
H 0.176 -2.124 -1.836 -0.08 0.69 -0.09
H 0.510 -0.515 -2.718 -0.76 -0.55 0.60
H 1.722 -1.242 -1.832 -0.43 -0.20 0.63
H 3.728 1.945 0.692 0.75 0.73 0.06
H 2.725 0.957 0.579 -1.96 -1.55 0.96
O 3.349 1.369 0.037 1.20 0.80 -1.01
```
Forces are in eV/Å.

---

Formula: H2N2O4S
Source: the Open Molecules 2025 dataset
Level of theory: the ωB97M-V functional and the def2-TZVPD basis

Properties
Multiplicity = 1
Gap between HOMO and LUMO = 10.736 eV
Energy relative to the best compared isomer or geometry (same formula, charge and spin) = 3.128 eV
Total energy = -22032.062 eV

Geometry as XYZ:
```
9
Properties=species:S:1:pos:R:3:forces:R:3
N 1.803 -1.064 0.389 0.48 -1.09 -1.90
N 0.605 -0.884 0.152 4.03 -1.31 3.22
O -0.324 0.949 -1.059 0.14 1.93 -1.35
O 0.002 -1.347 -0.758 -0.65 -1.76 -2.15
O -0.115 -0.186 1.085 -1.24 0.69 -0.96
O -2.172 1.244 0.586 0.73 -0.31 -0.18
S -1.388 0.224 -0.079 -2.98 2.26 0.54
H -0.533 1.789 -1.575 -0.29 -1.44 1.50
H 2.122 -0.725 1.257 -0.22 1.03 1.28
```
Forces are in eV/Å.

---

Formula: C17H31N5SSe2W
Source: the Open Molecules 2025 dataset
Level of theory: the ωB97M-V functional and the def2-TZVPD basis

Properties
Multiplicity = 3
<S²> = 2.0320
Gap between HOMO and LUMO (alpha / beta) = 6.948 / 7.499 eV
Charge = +4
Total energy = -168896.681 eV

Geometry as XYZ:
```
57
Properties=species:S:1:pos:R:3:forces:R:3
W 0.262 0.516 -1.069 0.10 -0.54 0.16
C 0.898 -3.202 -1.098 0.00 -0.06 0.14
Se 0.022 -1.818 -2.162 0.24 -0.15 -0.35
C 1.401 -1.641 -3.568 0.05 0.04 0.00
C 2.722 -1.107 -3.068 0.02 -0.06 -0.04
Se 2.600 0.671 -2.193 0.23 -0.23 -0.63
C 4.019 0.403 -0.887 0.16 0.04 0.31
H 0.969 -4.091 -1.725 -0.04 0.07 -0.10
H 0.254 -3.442 -0.253 -0.01 0.07 0.00
H 1.893 -2.896 -0.784 -0.01 0.02 0.00
H 0.966 -1.023 -4.352 -0.12 0.02 0.07
H 1.535 -2.643 -3.979 -0.02 -0.02 0.04
H 3.402 -0.973 -3.912 0.01 0.07 0.02
H 3.203 -1.771 -2.352 0.00 0.04 0.05
H 4.917 0.159 -1.454 -0.08 0.00 -0.11
H 3.779 -0.394 -0.188 -0.06 -0.01 -0.05
H 4.198 1.343 -0.368 -0.09 0.03 -0.05
C 1.096 -1.401 4.387 -0.05 0.08 -0.20
C 1.680 -2.093 3.170 0.07 -0.14 0.35
N 1.368 -1.295 1.973 -0.02 0.24 -0.14
C 1.168 0.017 1.989 0.25 -0.44 0.47
N 0.928 0.626 0.752 -0.58 0.08 -0.34
C 0.954 2.097 0.708 -0.08 0.12 0.38
C 0.201 2.657 1.901 -0.05 -0.05 -0.05
C 0.951 2.175 3.134 -0.03 0.25 0.01
N 1.191 0.719 3.101 -0.17 0.11 -0.45
C 1.494 0.066 4.393 0.13 -0.28 0.39
H 1.473 -1.874 5.291 -0.02 0.00 0.02
H 0.009 -1.498 4.390 0.01 0.00 0.02
H 1.256 -3.087 3.040 -0.02 0.02 -0.05
H 2.763 -2.201 3.262 -0.01 0.04 -0.08
H 1.365 -1.750 1.077 0.03 0.00 -0.08
H 0.450 2.395 -0.277 0.14 0.51 0.20
H 1.975 2.482 0.677 -0.01 0.01 -0.23
H -0.827 2.287 1.907 -0.01 0.02 0.00
H 0.173 3.745 1.889 0.04 0.01 -0.02
H 0.369 2.398 4.026 0.00 -0.06 0.03
H 1.909 2.691 3.235 0.01 -0.06 0.04
H 0.946 0.595 5.170 0.00 0.10 -0.07
H 2.560 0.183 4.602 -0.01 0.07 -0.08
C -5.609 1.101 -3.363 -0.33 0.17 -0.37
C -4.350 0.945 -2.625 0.09 -0.10 0.34
C -4.264 0.518 -1.305 0.08 0.02 -0.07
C -3.032 0.373 -0.690 0.09 -0.02 0.01
N -1.894 0.667 -1.383 -0.41 0.09 -0.06
C -1.979 1.098 -2.657 0.07 -0.02 0.19
S -0.467 1.419 -3.369 0.29 0.01 0.16
N -3.173 1.228 -3.255 -0.04 0.02 0.04
C -2.895 -0.087 0.718 -0.11 -0.02 -0.04
H -6.467 0.816 -2.761 0.03 -0.01 0.05
H -5.614 0.505 -4.282 0.10 -0.07 0.06
H -5.746 2.139 -3.692 0.06 0.01 0.10
H -5.168 0.292 -0.756 -0.02 -0.01 -0.03
H -3.200 1.565 -4.217 0.02 -0.02 -0.03
H -3.497 -0.982 0.886 0.04 -0.02 -0.01
H -3.288 0.674 1.397 0.04 0.03 -0.02
H -1.854 -0.295 0.967 0.00 -0.03 0.07
```
Forces are in eV/Å.

---

Formula: C20H30B2F8K3O15
Source: the Open Molecules 2025 dataset
Level of theory: the ωB97M-V functional and the def2-TZVPD basis

Properties
Multiplicity = 1
Gap between HOMO and LUMO = 8.840 eV
Charge = +1
Energy relative to the best compared isomer or geometry (same formula, charge and spin) = 0.000 eV
Total energy = -124020.287 eV

Geometry as XYZ:
```
78
Properties=species:S:1:pos:R:3:forces:R:3
K -1.217 2.390 -2.848 -0.06 0.23 0.56
K 0.174 -1.896 -4.201 0.39 -0.35 0.26
K -1.767 -3.883 -0.683 0.46 -0.16 -0.09
B -0.226 -0.328 -1.057 -0.19 -0.14 0.57
F 0.063 0.383 0.093 0.12 -0.44 -0.45
F 0.765 -0.162 -2.056 -0.46 0.38 -0.38
F -0.334 -1.730 -0.872 -0.30 0.33 0.37
F -1.506 0.124 -1.538 0.39 -0.03 -0.50
B 1.065 -4.804 -3.005 0.38 -1.26 -0.38
F 0.045 -5.759 -3.160 0.04 0.59 -0.11
F 1.435 -4.182 -4.229 -0.42 0.22 -0.18
F 0.532 -3.755 -2.201 -0.37 0.47 0.41
F 2.181 -5.378 -2.442 -0.08 0.31 0.29
C -6.081 -0.551 -2.455 -0.33 -0.21 -0.65
C -5.634 -1.494 -1.367 0.21 0.52 0.08
C -4.646 -0.859 -0.361 0.18 -0.34 -0.51
O -5.248 -1.046 0.901 -0.12 0.10 0.01
C -6.496 -1.580 0.755 0.33 0.03 -0.20
O -7.225 -1.791 1.652 -0.38 -0.10 0.35
O -6.745 -1.841 -0.546 -0.01 -0.21 -0.01
H -6.729 -1.072 -3.168 0.06 -0.04 0.12
H -5.229 -0.187 -3.034 0.04 0.09 0.16
H -6.667 0.287 -2.080 0.24 0.10 0.23
H -5.217 -2.398 -1.819 -0.14 -0.13 0.13
H -4.477 0.192 -0.599 -0.08 0.05 0.27
H -3.674 -1.362 -0.342 0.00 0.10 -0.10
C -4.499 1.735 2.663 -0.37 -0.36 0.09
C -3.824 2.732 1.770 -0.16 -0.42 -0.28
C -2.819 2.129 0.765 -0.03 0.69 0.33
O -3.430 2.353 -0.526 0.45 -0.12 0.26
C -4.530 3.157 -0.376 -0.05 -0.26 -0.02
O -5.133 3.578 -1.308 -0.08 0.07 -0.26
O -4.822 3.336 0.903 0.29 0.19 0.16
H -5.278 2.233 3.238 0.07 -0.02 0.11
H -3.780 1.285 3.349 0.06 0.13 0.07
H -4.972 0.918 2.108 0.12 0.20 -0.05
H -3.380 3.512 2.375 0.12 0.29 -0.09
H -2.646 1.072 0.950 -0.05 -0.08 -0.25
H -1.874 2.674 0.796 0.03 -0.19 -0.05
C 3.488 -3.653 0.612 0.77 0.37 0.23
C 4.043 -3.208 -0.715 0.05 -0.09 -0.73
C 3.362 -1.974 -1.339 0.44 -0.24 0.50
O 4.423 -1.039 -1.501 -0.09 0.34 -0.11
C 5.599 -1.556 -1.057 -0.33 -0.08 0.07
O 6.623 -0.966 -1.090 0.42 0.25 -0.03
O 5.419 -2.787 -0.577 -0.21 -0.17 0.22
H 4.088 -4.492 0.961 -0.33 -0.21 0.03
H 2.432 -3.896 0.538 -0.03 -0.18 -0.04
H 3.634 -2.855 1.348 -0.20 0.02 -0.08
H 4.052 -4.023 -1.438 -0.09 -0.09 0.13
H 2.627 -1.559 -0.649 -0.18 0.08 -0.23
H 2.956 -2.185 -2.322 -0.30 -0.06 0.00
C 1.738 -0.810 3.121 -0.61 0.65 -0.45
C 1.759 0.475 3.919 0.47 -0.51 -0.11
C 2.450 1.622 3.183 0.37 -0.46 -0.13
O 1.649 2.751 3.484 0.18 0.14 -0.14
C 0.457 2.332 3.938 -0.32 0.12 0.15
O -0.462 3.045 4.176 -0.19 0.01 -0.12
O 0.442 0.990 4.085 -0.11 -0.06 0.21
H 1.002 -1.518 3.497 0.32 -0.14 0.40
H 2.751 -1.205 3.109 -0.06 -0.33 -0.15
H 1.383 -0.553 2.118 0.32 -0.18 -0.14
H 2.223 0.256 4.884 -0.26 0.38 0.21
H 2.445 1.406 2.108 -0.14 0.29 0.00
H 3.478 1.809 3.484 -0.03 0.04 0.17
C 5.449 2.285 -0.968 0.30 0.32 0.05
C 4.145 2.801 -1.513 0.08 0.14 0.33
C 2.924 1.977 -1.156 0.03 0.10 -0.29
O 1.867 2.970 -1.170 0.09 -0.63 -0.05
C 2.442 4.142 -0.775 0.78 -0.21 -0.13
O 1.836 5.076 -0.387 -0.46 0.54 0.05
O 3.786 4.066 -0.892 -0.34 -0.09 0.07
H 5.825 1.462 -1.574 -0.11 -0.15 0.12
H 5.356 1.976 0.074 -0.08 -0.15 -0.04
H 6.210 3.067 -0.989 -0.11 0.05 -0.11
H 4.229 2.999 -2.584 -0.13 -0.11 -0.05
H 3.016 1.569 -0.148 -0.04 0.02 0.01
H 2.703 1.171 -1.845 -0.10 0.07 -0.09
```
Forces are in eV/Å.

---

Formula: C3H4N2O2
Source: the Open Molecules 2025 dataset
Level of theory: the ωB97M-V functional and the def2-TZVPD basis

Properties
Multiplicity = 1
Gap between HOMO and LUMO = 9.967 eV
SMILES = N#CCO/C=N\O
Energy relative to the best compared isomer or geometry (same formula, charge and spin) = 6.209 eV
Total energy = -10246.056 eV

Geometry as XYZ:
```
11
Properties=species:S:1:pos:R:3:forces:R:3
C -1.296 -0.756 -0.369 -0.80 2.10 -3.12
C 0.924 -0.929 0.683 2.03 -0.61 0.36
C 1.543 0.235 0.025 1.41 3.17 -1.45
H -1.108 2.314 0.280 0.77 -5.17 1.82
H -1.769 -1.408 -1.143 -0.26 0.69 1.03
H 0.483 -0.820 1.747 1.45 0.01 -1.64
H 1.861 -1.741 0.505 -2.97 1.62 1.10
N -1.704 0.474 -0.333 0.20 -1.43 1.95
N 1.971 1.069 -0.687 -1.07 -2.47 2.22
O -0.952 1.213 0.660 -1.06 4.70 -2.74
O -0.093 -1.268 -0.196 0.31 -2.63 0.47
```
Forces are in eV/Å.